Entry from the OMol25 dataset: a molecular structure, C3H4FMgO2 at a distorted geometry (ωB97M-V/def2-TZVPD).

Structure (XYZ):
```
11
Properties=species:S:1:pos:R:3:forces:R:3:lowdin_charge:R:1
H 1.868401 0.430987 -0.102275 -0.309 0.064 -0.110 0.14
H 0.752773 1.648071 -0.815570 0.064 -0.267 0.131 0.13
H -0.466498 1.594222 1.251914 0.062 -0.319 -0.085 0.14
O -1.117952 -0.246703 0.608835 -0.680 -0.756 -0.466 -0.06
O 0.232946 -0.310998 -1.148870 -0.484 -0.499 -0.703 -0.14
C -0.037765 0.625393 0.973248 0.375 0.352 0.277 -0.10
C 0.819274 0.685536 -0.295920 0.417 0.466 0.228 -0.11
C -0.686826 -1.058055 -0.405461 1.646 0.164 1.449 -0.59
Mg -1.922303 -1.428184 -2.059200 0.247 -0.034 0.326 1.45
F 0.043627 -2.150796 0.166373 -1.114 0.808 -0.774 0.00
H 0.514323 0.210527 1.826925 -0.223 0.021 -0.272 0.14
```
Forces are in eV/Å.

Maximum force, eV/Å: 2.20
Multiplicity: 1
E, hartree: -566.8196
LUMO, eV: -7.054
Charge: +1


Entry from the OMol25 dataset: a single C3H4FN3O molecule at a distorted geometry (ωB97M-V/def2-TZVPD).

Structure (XYZ):
```
12
Properties=species:S:1:pos:R:3:forces:R:3:lowdin_charge:R:1
H 3.048144 -0.706027 0.153756 -0.093 0.098 -0.089 0.10
N 2.444112 0.069458 -0.092157 0.451 0.548 0.567 0.12
N 0.677167 -1.494307 0.001946 0.498 0.151 0.025 0.10
N -2.441834 0.141041 0.080891 -0.046 -0.021 -0.222 0.15
C -1.090200 -0.124661 0.010495 -0.378 -0.424 -0.027 -0.33
O -0.723244 -1.414457 0.008886 -0.202 0.514 -0.017 0.01
C 0.020120 0.651461 -0.001812 -0.197 0.047 0.031 -0.18
H 2.723562 0.931280 0.403319 -0.433 -0.810 -0.499 0.11
C 1.105811 -0.254548 -0.007122 -0.093 -0.170 -0.008 -0.37
H -2.689707 1.060384 -0.259971 0.002 -0.130 0.073 0.10
H -3.058796 -0.589216 -0.279258 0.509 0.323 0.173 0.11
F 0.088028 1.996931 -0.003673 -0.016 -0.127 -0.005 0.07
```
Forces are in eV/Å.

Maximum force, eV/Å: 1.05
Energy relative to the best compared isomer or geometry (same formula, charge and spin), kcal/mol: 30.08
Multiplicity: 1
E, hartree: -456.0453
LUMO, eV: 0.793


Entry from the OMol25 dataset: a single C3H4FN3O molecule at a distorted geometry (ωB97M-V/def2-TZVPD).

Structure (XYZ):
```
12
Properties=species:S:1:pos:R:3:forces:R:3:lowdin_charge:R:1
C -0.616893 -1.460328 0.553169 -2.661 -0.172 -0.077 0.00
H -0.537020 0.341171 -2.152979 -1.345 -1.180 2.626 0.22
N 0.977563 1.365242 -0.384141 -3.420 0.114 -2.310 -0.06
N -0.940642 0.110438 -1.150671 3.201 2.321 -0.019 0.17
C 0.067409 0.526047 -0.141779 -0.036 -0.027 -1.936 -0.37
F -2.056254 -1.865991 -1.279412 -0.647 -0.473 -0.472 0.12
N 1.849252 1.495702 0.578440 2.130 -1.473 5.350 -0.07
O 0.110312 -0.316262 0.947956 -0.616 -0.109 -0.323 -0.05
C -1.222155 -1.096535 -0.629403 0.317 -2.956 1.207 -0.41
H 1.587590 0.600139 1.354624 1.574 4.112 -1.921 0.18
H -1.056586 -2.193756 1.370902 1.378 1.791 -2.008 0.17
H 1.837424 2.494134 0.933294 0.126 -1.949 -0.118 0.10
```
Forces are in eV/Å.

Maximum force, eV/Å: 5.94
Energy relative to the best compared isomer or geometry (same formula, charge and spin), kcal/mol: 90.72
Multiplicity: 1
E, hartree: -455.9487
LUMO, eV: 0.759


Entry from the OMol25 dataset: a single C3H4FN3S molecule at a distorted geometry (ωB97M-V/def2-TZVPD).

Structure (XYZ):
```
12
Properties=species:S:1:pos:R:3:forces:R:3:lowdin_charge:R:1
H 0.649472 -2.297854 0.163294 0.328 -0.569 0.094 0.07
N -0.152454 1.621531 0.109336 -2.218 2.291 -0.064 0.06
N 3.576457 0.373580 0.041165 -0.457 -1.077 0.118 -0.27
H -0.196432 2.658973 0.224136 0.245 -1.689 -0.504 0.12
C 0.976448 0.929722 -0.085193 2.191 1.353 1.145 -0.69
C 2.904661 -0.704290 -0.053895 -5.034 2.963 -0.027 -0.35
H -0.098644 -1.475092 -1.134522 0.215 -0.906 2.181 0.13
S 2.563703 1.721055 0.047881 0.245 0.081 -0.356 0.94
F 3.327204 -1.936035 0.029788 0.575 -0.195 -0.092 0.10
C 1.043261 -0.355083 -0.082058 6.369 -4.323 0.263 -0.26
H -0.887910 1.174283 -0.414253 -0.580 0.694 0.263 0.09
N 0.202447 -1.449869 -0.101114 -1.882 1.378 -3.021 0.06
```
Forces are in eV/Å.

Maximum force, eV/Å: 7.70
Energy relative to the best compared isomer or geometry (same formula, charge and spin), kcal/mol: 55.81
Multiplicity: 1
E, hartree: -778.9480
LUMO, eV: 0.594


Entry from the OMol25 dataset: a single C3H4FNO molecule at a distorted geometry (ωB97M-V/def2-TZVPD).

Structure (XYZ):
```
10
Properties=species:S:1:pos:R:3:forces:R:3:lowdin_charge:R:1
F 1.679884 -0.654565 -0.631690 -1.133 0.147 -0.065 0.01
N -1.232795 -0.188488 -1.460979 2.144 0.088 0.655 0.10
H -1.326140 0.489050 0.417552 0.364 0.405 0.834 0.13
H -0.758991 -0.827862 -2.060841 0.088 -0.249 -0.525 0.09
H -2.214214 -0.240741 -1.458626 -1.002 -0.072 0.060 0.08
O 0.439346 1.001047 2.161373 0.691 -0.666 -0.098 0.01
H 2.199946 0.119723 1.724483 -0.176 -0.291 -0.331 0.13
C -0.603880 0.082671 -0.258663 -0.836 -0.508 -1.093 -0.09
C 0.663791 -0.104666 0.138282 0.949 -0.387 -0.438 -0.24
C 1.153052 0.323831 1.429109 -1.090 1.532 1.001 -0.22
```
Forces are in eV/Å.

Maximum force, eV/Å: 2.24
Energy relative to the best compared isomer or geometry (same formula, charge and spin), kcal/mol: 17.75
Multiplicity: 1
E, hartree: -346.5405
LUMO, eV: 0.537


Entry from the OMol25 dataset: a molecular structure, C3H4FNO at a distorted geometry (ωB97M-V/def2-TZVPD).

Structure (XYZ):
```
10
Properties=species:S:1:pos:R:3:forces:R:3:lowdin_charge:R:1
H -1.044146 0.216390 -1.846803 -0.080 0.250 -0.529 0.08
C -1.395744 -0.669525 0.188543 -1.923 -0.269 0.552 -0.12
H -2.358310 -1.045396 0.673735 1.100 0.754 -1.485 0.15
C -0.806643 -0.074037 -0.857868 0.777 -1.745 2.135 0.07
H 1.608943 1.086402 1.195328 -1.067 -0.147 -1.602 0.15
F 1.516980 -1.103165 -0.388246 -1.626 1.037 1.022 -0.04
O -0.359900 -0.769068 1.078922 1.655 0.053 0.317 0.01
N 0.963763 1.031274 0.348979 3.509 3.911 2.215 0.14
C 0.476296 -0.151544 0.092544 -1.791 -3.300 -3.738 -0.57
H 1.398762 1.478667 -0.485137 -0.555 -0.545 1.113 0.14
```
Forces are in eV/Å.

Maximum force, eV/Å: 5.70
Energy relative to the best compared isomer or geometry (same formula, charge and spin), kcal/mol: 50.89
Multiplicity: 1
E, hartree: -346.4877
LUMO, eV: 1.009


Entry from the OMol25 dataset: a single C3H4FNO2 molecule at a distorted geometry (ωB97M-V/def2-TZVPD).

Structure (XYZ):
```
11
Properties=species:S:1:pos:R:3:forces:R:3:lowdin_charge:R:1
C -1.696600 -0.240571 0.116730 -0.599 -0.808 -5.207 -0.06
C -0.419511 0.444153 -0.052834 2.813 1.122 -0.382 -0.02
H -1.616506 -1.298666 -0.195040 0.108 0.515 0.388 0.10
H -0.112626 1.556043 -0.090591 -1.474 -1.683 0.240 0.16
C 0.736716 -0.219531 -0.163085 -2.430 -5.340 0.784 -0.09
H -2.081544 -0.185232 1.023288 -1.236 0.196 4.641 0.03
N 2.018648 0.336532 -0.041896 -0.653 1.213 -0.650 -0.40
H -2.562755 0.159471 -0.481755 1.138 0.042 0.079 0.11
O 1.969207 1.544530 -0.152632 1.005 1.166 0.031 0.07
F 0.792000 -1.763741 -0.102056 -0.164 4.656 -0.250 -0.05
O 2.972966 -0.332992 0.139874 1.493 -1.079 0.326 0.16
```
Forces are in eV/Å.

Maximum force, eV/Å: 5.92
Energy relative to the best compared isomer or geometry (same formula, charge and spin), kcal/mol: 115.16
Multiplicity: 1
E, hartree: -421.6396
LUMO, eV: -0.825


Entry from the OMol25 dataset: a single C3H4FNO2 molecule at a distorted geometry (ωB97M-V/def2-TZVPD).

Structure (XYZ):
```
11
Properties=species:S:1:pos:R:3:forces:R:3:lowdin_charge:R:1
F -0.576149 -2.155463 -0.381658 -0.395 0.348 -0.706 0.06
H -1.435795 0.002183 -1.121956 0.228 -0.058 -0.709 0.12
C -0.410750 -1.061299 0.377448 3.058 -0.299 1.970 -0.18
H -0.696416 -1.411515 1.411936 0.249 1.035 -0.982 0.17
C -0.887449 0.273160 -0.226929 -1.303 -1.133 0.050 -0.11
C 1.402562 0.407617 -0.004936 2.757 -0.317 0.305 -0.62
O 2.521010 0.865643 -0.021393 -0.479 0.101 0.071 0.10
N 0.283690 1.014070 -0.401340 -0.313 0.283 -0.941 0.09
H -1.581722 0.921965 0.285735 -0.500 -0.577 1.036 0.13
H 0.209062 1.991206 -0.336971 0.381 1.152 -0.159 0.15
O 1.171952 -0.847571 0.420068 -3.684 -0.535 0.065 0.08
```
Forces are in eV/Å.

Maximum force, eV/Å: 3.72
Energy relative to the best compared isomer or geometry (same formula, charge and spin), kcal/mol: 5.04
Multiplicity: 1
E, hartree: -421.8151
LUMO, eV: 0.551


Entry from the OMol25 dataset: a single C3H4FNO2S molecule at a distorted geometry (ωB97M-V/def2-TZVPD).

Structure (XYZ):
```
12
Properties=species:S:1:pos:R:3:forces:R:3:lowdin_charge:R:1
H 1.731197 3.638386 1.424174 0.484 -0.055 0.799 -0.17
O 0.115651 0.149585 -0.105740 1.913 0.328 3.310 -0.01
O 0.289207 -2.125858 0.092852 -0.076 1.216 -1.146 0.11
C -1.231638 -1.115171 -1.464636 1.359 1.263 -1.660 -0.08
F -1.686761 0.172652 -1.650808 0.076 0.342 -0.584 -0.02
H -2.074063 -1.595128 -1.113534 -1.396 -1.834 0.908 0.12
H -0.870186 -1.524389 -2.415972 -0.260 -0.015 0.111 0.15
N 1.208662 1.331684 1.796313 -1.711 -1.837 -2.475 -0.32
C 0.727005 0.246074 1.245031 2.061 -0.371 1.540 -0.23
H 0.952403 -0.806042 1.830452 -1.037 2.850 -1.918 0.19
S 0.956383 2.754763 0.827562 -0.610 -0.751 -0.597 0.74
C -0.117860 -1.126557 -0.465694 -0.805 -1.135 1.713 -0.46
```
Forces are in eV/Å.

Maximum force, eV/Å: 3.84
Energy relative to the best compared isomer or geometry (same formula, charge and spin), kcal/mol: 30.36
Multiplicity: 1
E, hartree: -819.9369
LUMO, eV: 0.450


Entry from the OMol25 dataset: 2 unconnected molecules or ions with the total composition C3H4FNO3 at a distorted geometry (ωB97M-V/def2-TZVPD).

Structure (XYZ):
```
12
Properties=species:S:1:pos:R:3:forces:R:3:lowdin_charge:R:1
O 0.978637 -1.430555 -0.243532 -0.536 -1.083 1.175 0.10
H 1.857865 -0.113629 -1.873022 -0.223 -1.370 -0.841 0.12
H 1.322163 1.182464 1.012994 0.433 0.015 0.602 0.13
O 1.505379 0.235865 1.165259 -0.581 1.112 -1.113 0.15
H -1.620750 -2.282096 -0.055824 1.300 -1.628 0.461 0.06
N -1.932153 -1.381006 -0.236484 -2.007 0.372 -0.796 0.23
C -1.185203 0.905698 0.405054 -2.046 0.536 1.573 -0.19
O 1.676136 0.399398 -1.111809 0.386 3.742 1.727 0.14
C -1.475253 -0.327427 0.067694 0.531 1.218 -0.445 -0.18
H -1.784496 1.239010 1.296142 1.123 0.109 -0.931 0.14
C 1.296130 -0.294724 -0.039335 1.452 -2.692 -1.513 -0.71
F -0.638451 1.866997 -0.387138 0.169 -0.332 0.104 0.00
```
Forces are in eV/Å.

Maximum force, eV/Å: 4.14
Energy relative to the best compared isomer or geometry (same formula, charge and spin), kcal/mol: 72.65
Multiplicity: 1
E, hartree: -496.9791
LUMO, eV: 0.465